A molecular structure, C24H22Cl2N4PdS. Source: the OMol25 dataset; level of theory: ωB97M-V/def2-TZVPD.

Calculated values
LUMO level = -0.2571 Ha
HOMO-LUMO gap = 7.2650 eV
Relative energy (zero: lowest compared OMol25 entry of this formula, charge and spin) = 6.6 kJ/mol

```
! RIJCOSX wB97M-V def2-TZVPD def2/J DEFGRID3
* xyz 2 1
C 3.25 0.05 -3.83
H -4.10 5.11 -1.85
H -4.87 1.85 0.79
C -3.73 4.30 -1.24
H -0.18 -5.34 -1.35
N 4.28 -1.81 0.52
H -3.34 -2.06 4.29
H -1.67 4.69 -1.71
C -4.63 3.51 -0.53
C -4.17 2.49 0.27
C 3.98 -0.91 -1.62
C -2.79 -0.61 2.82
N 4.47 -2.40 2.72
H -4.91 1.88 4.88
C -2.28 1.15 1.17
N 1.70 -0.23 -2.03
C -3.44 -1.03 3.96
C -2.95 0.72 2.37
N 3.51 -1.31 -0.50
H 5.85 0.04 -2.00
C -4.20 -0.13 4.70
C 2.21 0.51 -4.64
C -2.79 2.24 0.36
H -5.70 3.69 -0.62
H -4.70 -0.47 5.60
S 2.06 -1.62 2.02
C 5.42 -0.96 -2.02
C 3.70 -1.96 1.74
C -4.34 1.19 4.29
C 2.96 -0.34 -2.53
H 5.27 -1.92 0.38
C 0.93 0.57 -4.13
C -1.12 0.50 0.78
H -0.26 0.23 -2.36
H 5.44 -2.65 2.60
C -0.11 -0.09 0.43
C 0.21 -4.67 -0.59
C -1.89 3.02 -0.39
H 0.10 0.91 -4.73
Pd 1.58 -0.92 -0.09
Cl 1.70 -3.93 -1.25
H 4.07 -2.53 3.64
H -0.83 2.83 -0.32
H 6.02 -1.61 -1.39
C 0.72 0.19 -2.81
H 0.48 -5.19 0.32
H -3.80 2.65 2.83
H 2.42 0.81 -5.66
C -2.36 4.06 -1.16
Cl -1.02 -3.45 -0.21
H 4.25 -0.03 -4.22
C -3.73 1.62 3.13
H 5.51 -1.34 -3.04
H -2.20 -1.30 2.23
*
```

---

A molecular structure, C32H45N5O2PbSe2 at a distorted geometry. Source: the OMol25 dataset; level of theory: ωB97M-V/def2-TZVPD.

Calculated values
LUMO level (spin up / spin down) = -0.0618 / -0.0686 Ha
HOMO-LUMO gap (spin up / spin down) = 4.8480 / 4.6478 eV
Relative energy (zero: lowest compared OMol25 entry of this formula, charge and spin) = 35.1 kJ/mol

```
! RIJCOSX wB97M-V def2-TZVPD def2/J DEFGRID3
* xyz 0 1
H 1.25 -2.59 0.72
C 1.80 -1.76 3.49
H 0.05 2.78 4.45
H -0.24 1.79 -4.49
C -3.06 -2.74 -3.74
C 2.09 3.16 -4.67
H -1.83 -5.41 -3.67
C -0.06 2.50 -3.65
N -0.36 -1.58 -1.99
H 1.99 -2.05 4.55
C 3.12 -0.64 1.49
H -3.75 -4.80 0.52
Pb -0.02 0.41 0.08
H 4.15 -0.34 1.21
C -3.15 1.47 1.05
C 1.47 2.60 -3.40
H 4.41 1.70 1.74
C 3.15 -1.32 2.88
H 5.01 3.54 3.04
H -3.62 -3.30 -4.51
H 2.95 3.73 -2.22
H -5.60 -2.01 3.12
H 1.55 4.65 -2.78
H -4.20 -0.13 2.97
N -2.30 0.29 1.08
H -0.41 3.52 -3.98
N -0.01 2.10 1.86
H 1.65 4.14 -4.90
H 1.90 3.38 -0.42
H -2.08 -4.77 -2.04
H -1.63 -3.89 0.32
H 1.61 3.92 5.57
Se -1.34 2.04 -2.26
O 1.21 3.64 -1.06
H -1.55 2.24 3.28
H -1.92 3.16 0.36
C -1.84 -2.01 1.29
H 0.32 -3.21 -4.54
C -3.62 -3.82 1.02
H -5.56 -3.97 1.84
H -0.85 -1.98 -5.16
C -4.69 -3.32 1.74
C -0.75 -3.02 -4.77
H 1.37 0.38 -3.46
H 0.03 -3.78 1.18
C -1.48 -4.62 -2.96
Se 2.78 0.78 -1.44
H 1.12 -0.88 3.53
O 1.90 2.31 -5.77
H 3.77 4.65 4.71
C 1.85 3.69 -2.33
C 3.25 3.85 4.21
H 3.17 3.38 -4.47
C 1.09 -2.97 2.86
H 1.80 -3.81 2.79
C 1.95 3.55 4.60
C -4.76 -2.09 2.42
C 2.33 1.57 2.15
C -1.63 -3.24 -3.54
H -3.96 1.37 1.79
C -1.03 -2.34 -2.54
N 2.20 0.52 1.35
N -0.57 -1.74 1.31
H 2.84 -1.36 0.72
C 2.09 1.19 -3.20
H 2.29 2.75 -6.56
H -3.63 -2.79 -2.79
C -2.38 2.77 1.32
C 3.98 3.21 3.20
H -1.01 3.78 2.64
H -1.00 -3.71 -5.61
C 1.02 2.80 3.93
C 0.44 -2.80 1.46
H -3.03 -1.68 -4.07
H 3.82 -2.19 2.82
C 3.60 2.16 2.36
H 0.34 -3.34 3.58
C -1.23 2.74 2.35
H -3.63 1.51 0.05
H -3.12 3.53 1.58
H -0.44 -4.86 -2.72
C -2.35 -3.27 0.87
H 2.95 1.10 -3.87
C 1.06 2.21 2.62
C -2.74 -0.84 1.55
C -3.93 -1.01 2.37
H 3.66 -0.63 3.60
*
```

---

2 unconnected molecules or ions with the total composition C2HIO2 at a distorted geometry. Source: the OMol25 dataset; level of theory: ωB97M-V/def2-TZVPD.

Calculated values
LUMO level = 0.0078 Ha
HOMO-LUMO gap = 10.0657 eV
Relative energy (zero: lowest compared OMol25 entry of this formula, charge and spin) = 15.6 kJ/mol

```
! RIJCOSX wB97M-V def2-TZVPD def2/J DEFGRID3
* xyz 0 1
C -2.91 -2.79 -1.76
O -3.15 -2.15 -0.85
H 0.24 -2.56 0.96
O 1.04 -0.81 0.50
C 0.15 -1.49 0.85
I -1.76 -0.56 1.38
*
```

---

A molecular structure, C24H60GeI2N2O12P2Si5Ti at a distorted geometry. Source: the OMol25 dataset; level of theory: ωB97M-V/def2-TZVPD.

Calculated values
LUMO level (spin up / spin down) = -0.0739 / -0.0739 Ha
HOMO-LUMO gap (spin up / spin down) = 6.0307 / 6.0328 eV
Relative energy (zero: lowest compared OMol25 entry of this formula, charge and spin) = 0.0 kJ/mol

```
! RIJCOSX wB97M-V def2-TZVPD def2/J DEFGRID3
* xyz 0 1
H 8.51 8.60 15.84
H 13.63 11.64 16.53
C 10.25 15.27 11.83
O 13.19 11.74 11.25
O 11.32 9.12 6.21
H 9.81 9.65 17.70
Ti 11.50 11.04 11.47
H 11.26 13.53 13.04
H 14.36 11.64 13.97
H 12.64 12.87 13.34
C 14.94 10.76 14.33
C 14.55 7.65 14.08
H 8.72 13.55 8.56
C 9.85 12.53 16.35
H 12.92 9.98 5.26
C 8.95 14.48 9.11
H 14.87 6.96 14.89
O 10.72 11.53 8.06
H 14.17 5.89 11.68
Ge 11.56 9.78 14.17
H 6.68 13.28 10.03
I 14.61 14.68 12.69
H 15.23 8.99 16.82
H 8.81 12.24 16.25
C 9.97 7.18 12.41
H 11.95 13.93 8.52
C 15.76 9.28 10.56
C 8.21 12.22 13.56
Si 10.25 14.03 10.38
C 12.68 12.17 16.61
H 12.70 7.11 7.30
C 12.12 7.69 8.04
H 10.34 7.87 11.64
H 12.57 12.59 17.62
H 10.97 10.67 18.58
C 7.74 10.21 11.34
H 7.93 7.21 14.92
C 8.51 8.14 14.84
H 8.40 9.49 11.91
Si 13.86 9.27 14.85
H 9.44 15.15 8.39
N 15.45 7.94 10.54
O 9.42 9.29 8.44
C 14.42 11.39 11.05
Si 10.23 7.80 14.20
H 11.90 15.47 9.39
H 10.02 16.26 11.43
H 11.84 5.89 14.80
H 15.69 10.47 13.59
H 12.74 13.01 15.91
C 13.55 6.49 10.98
O 13.63 10.42 5.77
P 10.71 9.99 8.55
O 17.90 8.75 9.73
O 17.57 10.85 10.48
H 12.67 7.73 9.00
H 7.27 11.78 13.95
H 12.52 6.53 11.30
Si 8.26 11.99 11.70
C 14.16 7.80 10.87
H 8.92 7.06 12.26
H 13.76 9.73 17.39
H 10.01 12.95 17.35
P 13.50 10.10 7.32
H 10.37 9.03 6.35
C 11.86 14.38 9.51
H 5.90 12.66 11.50
H 11.65 11.86 8.17
H 9.99 13.36 15.65
H 8.21 13.27 13.85
O 13.62 11.31 8.18
H 11.00 6.45 16.24
C 10.82 10.04 17.70
H 13.76 8.02 17.05
H 13.77 7.13 13.50
H 9.04 11.69 14.04
H 11.14 7.22 8.24
H 12.77 14.12 10.10
H 9.50 15.08 12.61
C 11.93 9.13 7.51
O 11.34 9.92 9.95
H 6.72 10.00 11.69
H 16.81 11.43 10.78
C 6.83 13.14 11.11
H 10.49 6.22 12.26
C 17.20 9.61 10.23
H 15.37 7.84 13.41
H 16.11 7.22 10.26
O 11.69 12.68 13.20
Si 11.15 11.13 16.20
H 6.86 14.13 11.60
I 13.40 16.67 14.15
H 8.02 14.91 9.45
H 15.50 9.38 7.59
H 15.50 11.09 15.22
N 13.60 8.98 11.13
H 10.12 5.50 15.06
H 11.25 15.41 12.29
C 14.61 9.90 10.92
H 9.62 11.84 9.92
H 7.78 9.96 10.27
C 14.13 9.00 16.71
O 15.37 12.14 11.07
H 11.49 9.17 17.80
H 7.96 8.81 14.15
O 14.62 9.00 7.66
C 9.95 12.25 10.89
H 13.61 6.02 9.99
C 10.88 6.29 15.17
*
```

---

A molecular structure, C32H28F5N2O2S7SbTc. Source: the OMol25 dataset; level of theory: ωB97M-V/def2-TZVPD.

Calculated values
LUMO level = -0.1966 Ha
HOMO-LUMO gap = 5.6729 eV
Relative energy (zero: lowest compared OMol25 entry of this formula, charge and spin) = 20.0 kJ/mol

```
! RIJCOSX wB97M-V def2-TZVPD def2/J DEFGRID3
* xyz 1 1
H -5.20 5.02 -0.78
S -2.35 2.86 -2.17
N 2.13 -2.86 0.32
H -1.96 4.68 2.92
C -3.99 -2.04 -2.41
S 0.55 0.49 -3.02
C 2.60 -2.88 -0.85
N 1.17 -1.88 0.56
C 4.45 -4.66 0.16
F 2.31 1.43 0.62
C -4.31 0.13 -3.41
C 7.59 -2.68 0.90
S 3.81 -3.98 -1.41
H -1.18 4.52 0.59
C -0.78 0.09 1.48
C -2.36 0.77 3.14
C -2.67 4.74 2.11
C -3.73 -1.43 -1.19
C 5.94 -2.09 2.54
C 7.21 -1.94 2.01
C -2.06 -0.38 3.86
F 2.48 2.48 -1.87
H -3.98 -3.12 -2.50
C 6.70 -3.56 0.31
F 3.57 -0.25 0.04
H 3.62 -4.94 0.80
C 3.33 1.53 -1.45
H -2.56 -0.58 4.80
H 1.18 -2.73 3.62
C -1.72 1.01 1.94
C 5.04 -2.98 1.95
C -2.66 4.59 -1.66
H -4.55 0.74 -4.27
O -0.20 0.34 0.30
C -0.45 -1.07 2.19
H -4.49 -1.72 -4.47
C -3.75 -0.05 -1.08
C -4.02 4.92 2.39
H -0.92 -2.16 3.99
S -1.14 -0.68 -3.33
C 0.91 -3.13 2.65
H -4.36 4.99 3.41
C -4.05 0.74 -2.19
C -2.23 4.65 0.80
C -1.12 -1.28 3.39
F 4.39 2.12 -0.91
H -3.09 1.47 3.51
F 3.73 0.83 -2.52
S -0.33 -2.31 -4.31
H 4.96 -5.57 -0.16
C 2.63 0.61 -0.42
C -4.05 2.23 -2.05
H -3.36 5.01 -2.39
O -1.58 2.20 -1.08
H -5.98 5.17 1.55
H -1.69 5.07 -1.81
H -4.47 2.55 -1.09
H 7.91 -1.25 2.47
C 5.41 -3.71 0.83
C -4.93 5.01 1.34
H 1.72 -3.75 2.27
C -4.49 4.93 0.03
H -3.55 0.43 -0.13
H 4.05 -3.10 2.37
C -4.28 -1.25 -3.52
H 8.59 -2.57 0.49
H -1.92 1.88 1.32
Sb 0.96 -1.07 -6.04
C 0.58 -2.00 1.71
H 5.64 -1.53 3.41
S 2.64 -2.46 -6.25
H -4.60 2.72 -2.85
H 7.00 -4.14 -0.55
S 2.06 -1.79 -2.15
H 0.02 -3.75 2.78
Tc 0.84 -0.33 -0.99
C -3.14 4.74 -0.25
H -3.52 -2.04 -0.32
*
```

---

A single C5H8N2S molecule at a distorted geometry. Source: the OMol25 dataset; level of theory: ωB97M-V/def2-TZVPD.

Calculated values
LUMO level = 0.0287 Ha
HOMO-LUMO gap = 8.2142 eV
SMILES = C/N=C\N1C=CCS1
Relative energy (zero: lowest compared OMol25 entry of this formula, charge and spin) = 228.4 kJ/mol

```
! RIJCOSX wB97M-V def2-TZVPD def2/J DEFGRID3
* xyz 0 1
H -2.46 1.12 0.82
H 1.17 -1.77 -1.55
S 0.32 0.64 0.98
C -1.06 -0.26 -1.18
H 2.72 0.41 1.68
H -3.38 1.94 -0.40
H 1.61 -0.79 2.38
C -2.39 1.52 -0.23
N 0.04 -0.35 -0.31
H -1.69 2.39 -0.21
C 2.12 -1.14 0.26
H 3.08 -1.71 0.19
C 1.10 -1.22 -0.60
C 1.85 -0.27 1.44
H -0.97 -0.99 -2.03
N -2.06 0.48 -1.23
*
```